Density functional theory data (wB97M-V/def2-TZVPD) for a molecular structure, C4H6EuO3 at a distorted geometry.

```
! wB97M-V def2-TZVPD RIJCOSX def2/J DEFGRID3
* xyz 0 8
H -0.773 1.930 0.837
C -0.358 1.014 0.397
C 0.717 0.362 0.977
H 1.059 1.247 0.007
H 1.153 -0.504 0.472
O -1.460 0.365 -0.194
O -1.132 -0.906 -0.788
Eu -1.479 -0.239 -3.122
C -0.361 -1.656 3.112
C 0.228 -0.467 2.973
O -0.778 -2.226 4.297
H -0.703 -2.234 2.246
H 0.070 0.408 3.613
H -0.696 -1.593 5.018
*
```

Properties
F_max	0.0603	Eh/bohr
lowest unoccupied orbital energy (spin up / spin down)	-0.1633 / -0.5509	eV
Kohn-Sham gap (spin up / spin down)	5.720 / 7.181	eV
⟨S²⟩	15.790
electronic energy	-1091.53420	a.u.



Density functional theory data (wB97M-V/def2-TZVPD) for 4 unconnected molecules or ions with the total composition C25H59BNO20P2S2 at a distorted geometry.

```
! wB97M-V def2-TZVPD RIJCOSX def2/J DEFGRID3
* xyz -1 1
C -6.327 4.675 8.492
S -4.988 3.488 8.222
O -4.250 3.398 9.471
O -4.130 3.953 7.151
B -5.653 1.737 7.769
P -4.261 0.522 8.490
O -2.857 0.650 7.578
O -4.826 -1.088 8.431
O -5.970 1.758 6.358
C -7.007 0.897 6.006
C -7.858 1.392 4.847
C -7.095 2.142 3.753
O -6.406 3.316 4.143
C -7.132 4.165 4.884
O -7.547 5.181 4.497
C -6.242 -0.402 5.518
O -5.015 -0.021 4.957
O -4.118 -1.039 5.342
C -7.715 0.734 7.411
S -8.186 -0.965 7.954
P -9.278 1.743 7.672
N -9.773 1.291 9.255
O -10.483 1.053 6.758
O -6.911 1.305 8.381
H -6.161 5.497 7.810
H -6.173 5.072 9.482
H -7.296 4.209 8.366
H -2.176 0.270 8.140
H -4.276 -1.561 7.788
H -8.268 0.509 4.366
H -8.722 1.978 5.150
H -7.808 2.380 2.964
H -6.380 1.465 3.307
H -7.299 3.863 5.924
H -6.811 -0.965 4.775
H -5.995 -1.054 6.346
H -3.245 -0.652 5.196
H -7.327 -1.822 7.371
H -10.781 1.367 9.301
H -9.317 1.856 9.957
H -10.111 0.357 6.198
C 1.793 -2.153 1.696
O 0.847 -1.120 1.567
C 1.243 -0.150 0.611
C 0.052 0.655 0.140
O -0.737 -0.010 -0.841
C -1.570 -1.065 -0.377
C -2.788 -0.588 0.384
O -2.448 -0.274 1.719
C -3.402 0.578 2.327
H 2.763 -1.761 2.024
H 1.423 -2.853 2.444
H 1.913 -2.690 0.746
H 1.716 -0.636 -0.251
H 1.969 0.521 1.090
H 0.435 1.547 -0.362
H -0.561 0.990 0.978
H -1.000 -1.794 0.201
H -1.919 -1.568 -1.283
H -3.541 -1.390 0.402
H -3.211 0.290 -0.120
H -3.459 1.534 1.794
H -3.083 0.771 3.347
H -4.388 0.103 2.350
C 3.541 -0.145 -5.456
O 4.399 0.518 -4.556
C 3.694 1.355 -3.655
C 4.542 1.657 -2.440
O 4.560 0.608 -1.481
C 5.329 -0.542 -1.807
C 6.824 -0.328 -1.703
O 7.319 0.320 -2.865
C 8.568 0.933 -2.640
H 2.983 0.573 -6.068
H 4.157 -0.762 -6.109
H 2.845 -0.798 -4.918
H 2.762 0.873 -3.336
H 3.455 2.294 -4.174
H 4.089 2.505 -1.921
H 5.554 1.953 -2.722
H 5.051 -0.941 -2.784
H 5.049 -1.288 -1.059
H 7.325 -1.303 -1.619
H 7.044 0.269 -0.810
H 8.486 1.710 -1.870
H 8.884 1.399 -3.571
H 9.320 0.194 -2.339
C 7.534 -2.038 -6.769
O 7.217 -2.703 -7.974
C 5.827 -2.664 -8.250
C 5.563 -2.930 -9.716
O 5.777 -1.798 -10.549
C 7.127 -1.437 -10.806
C 7.832 -2.364 -11.774
O 8.278 -3.535 -11.110
C 8.522 -4.594 -12.007
H 7.026 -2.503 -5.917
H 8.610 -2.110 -6.622
H 7.260 -0.978 -6.827
H 5.417 -1.684 -7.978
H 5.340 -3.441 -7.644
H 4.502 -3.164 -9.823
H 6.126 -3.795 -10.071
H 7.691 -1.327 -9.879
H 7.071 -0.452 -11.274
H 8.711 -1.853 -12.190
H 7.147 -2.625 -12.590
H 7.604 -4.876 -12.535
H 8.866 -5.449 -11.428
H 9.297 -4.322 -12.734
*
```

Properties
F_max	0.0645	Eh/bohr
lowest unoccupied orbital energy	1.6565	eV
Kohn-Sham gap	5.398	eV
electronic energy	-4051.30423	a.u.



Density functional theory data (wB97M-V/def2-TZVPD) for a gas-phase ion, C12H20N5O4S (charge +1) at a distorted geometry.

```
! wB97M-V def2-TZVPD RIJCOSX def2/J DEFGRID3
* xyz 1 1
O -2.333 3.820 -1.251
C -1.351 4.319 -0.790
C -0.542 3.576 0.275
N -0.526 2.158 -0.060
C 0.496 1.458 -0.479
N 1.771 1.953 -0.485
C 2.643 1.319 -1.481
O 2.570 -0.095 -1.537
C 1.479 -0.645 -0.824
C 1.861 -0.900 0.639
C 0.690 -1.264 1.565
C 1.044 -2.368 2.572
O 0.410 -2.203 3.829
N 0.279 0.205 -0.978
C -0.402 0.148 -2.301
C -1.609 -0.781 -2.341
S -2.822 -0.434 -1.044
C -2.384 -1.727 0.040
N -1.393 -2.573 -0.037
N -1.501 -3.380 1.097
C -2.532 -2.953 1.744
O -3.143 -1.897 1.141
H -0.987 5.304 -1.121
H -1.055 3.686 1.235
H 0.468 3.972 0.368
H -1.418 1.668 -0.041
H 2.185 2.110 0.426
H 3.670 1.627 -1.281
H 2.351 1.707 -2.462
H 1.230 -1.605 -1.286
H 2.597 -1.708 0.604
H 2.394 -0.034 1.042
H 0.405 -0.386 2.159
H -0.177 -1.554 0.967
H 0.810 -3.354 2.150
H 2.120 -2.346 2.775
H -0.523 -2.010 3.697
H -0.724 1.158 -2.574
H 0.333 -0.172 -3.046
H -1.322 -1.832 -2.285
H -2.129 -0.630 -3.292
H -2.932 -3.335 2.670
*
```

Properties
F_max	0.0265	Eh/bohr
SMILES	O=CCNC1=[N+](CCSc2nnco2)[C@H](CCCO)OCN1
lowest unoccupied orbital energy	-3.3589	eV
Kohn-Sham gap	9.067	eV
electronic energy	-1441.89399	a.u.



Density functional theory data (wB97M-V/def2-TZVPD) for a molecular structure, C26H35BF4N6O12P2V at a distorted geometry.

```
! wB97M-V def2-TZVPD RIJCOSX def2/J DEFGRID3
* xyz -2 4
V -0.246 -0.070 -0.909
O 1.376 2.845 -2.936
C 0.677 2.653 -1.960
O 0.299 1.527 -1.519
C 0.285 3.857 -1.134
C 1.056 5.019 -1.306
C 0.772 6.144 -0.571
C -0.288 6.114 0.329
C -1.000 4.938 0.421
N -0.733 3.836 -0.286
H 1.860 4.970 -2.025
H 1.367 7.041 -0.692
H -0.557 6.967 0.936
H -1.835 4.873 1.114
N -3.358 2.449 -0.258
C -3.954 1.075 -0.074
C -5.441 1.200 0.237
P -3.636 0.251 -1.697
O -4.333 1.450 -2.594
O -4.404 -1.004 -1.813
O -2.162 0.370 -1.887
P -3.032 0.317 1.341
O -3.189 1.655 2.316
O -3.813 -0.805 1.895
O -1.586 0.217 0.961
H -3.823 2.923 -1.035
H -2.331 2.437 -0.498
H -3.455 2.976 0.612
H -5.962 1.725 -0.567
H -5.603 1.714 1.188
H -5.853 0.198 0.317
H -4.218 1.267 -3.529
H -2.727 1.542 3.148
C -2.500 -3.803 -1.364
C -1.527 -3.637 -2.538
C -0.326 -3.037 -1.852
O -0.919 -2.070 -0.962
C -2.053 -2.735 -0.359
H -2.413 -4.800 -0.924
H -3.534 -3.628 -1.661
H -1.905 -2.928 -3.273
H -1.286 -4.573 -3.044
H 0.380 -2.528 -2.501
H 0.191 -3.780 -1.230
H -2.832 -1.998 -0.174
H -1.717 -3.139 0.599
N -1.657 3.485 5.287
C -0.827 3.110 4.580
C 0.222 2.631 3.687
C 1.466 2.265 4.192
C 2.424 1.833 3.299
C 2.090 1.785 1.945
N 0.901 2.128 1.468
C -0.022 2.546 2.323
H 1.664 2.312 5.255
H 3.407 1.530 3.632
H 2.810 1.463 1.200
H -0.989 2.806 1.912
C 3.493 -1.601 3.104
C 3.241 -2.940 2.425
C 3.030 -2.831 0.907
C 2.818 -4.241 0.314
C 3.027 -4.325 -1.196
C 4.280 -2.261 0.295
O 5.381 -2.774 0.452
N 4.104 -1.140 -0.427
C 2.909 -0.384 -0.592
O 3.061 0.709 -1.094
N 1.713 -0.891 -0.150
C 1.743 -1.999 0.661
O 0.751 -2.404 1.245
H 3.594 -1.720 4.185
H 2.659 -0.920 2.925
H 4.408 -1.130 2.735
H 2.336 -3.393 2.834
H 4.082 -3.617 2.591
H 1.801 -4.535 0.581
H 3.508 -4.922 0.819
H 2.487 -3.546 -1.737
H 2.680 -5.285 -1.582
H 4.084 -4.227 -1.449
H 4.916 -0.715 -0.854
F 0.229 -0.563 -3.686
B 0.539 -1.352 -4.807
F 1.044 -0.556 -5.839
F 1.508 -2.323 -4.437
F -0.627 -2.021 -5.242
*
```

Properties
F_max	0.0718	Eh/bohr
lowest unoccupied orbital energy (spin up / spin down)	3.9233 / 3.9227	eV
Kohn-Sham gap (spin up / spin down)	5.072 / 8.176	eV
⟨S²⟩	3.756
electronic energy	-4294.95028	a.u.



Repeat the first record exactly.
Density functional theory data (wB97M-V/def2-TZVPD) for a molecular structure, C4H6EuO3 at a distorted geometry.

```
! wB97M-V def2-TZVPD RIJCOSX def2/J DEFGRID3
* xyz 0 8
H -0.773 1.930 0.837
C -0.358 1.014 0.397
C 0.717 0.362 0.977
H 1.059 1.247 0.007
H 1.153 -0.504 0.472
O -1.460 0.365 -0.194
O -1.132 -0.906 -0.788
Eu -1.479 -0.239 -3.122
C -0.361 -1.656 3.112
C 0.228 -0.467 2.973
O -0.778 -2.226 4.297
H -0.703 -2.234 2.246
H 0.070 0.408 3.613
H -0.696 -1.593 5.018
*
```

Properties
F_max	0.0603	Eh/bohr
lowest unoccupied orbital energy (spin up / spin down)	-0.1633 / -0.5509	eV
Kohn-Sham gap (spin up / spin down)	5.720 / 7.181	eV
⟨S²⟩	15.790
electronic energy	-1091.53420	a.u.